# 1
7
Properties=species:S:1:pos:R:3:lowdin_charge:R:1 method="wB97M-V/def2-TZVPD" relative_energy_kcal_mol=0.0 e_lumo_ha="0.018 / -0.107" gap_ev="7.1 / 8.3" multiplicity=3
Cl 3.7646 2.1830 -0.4678 0.108
H -3.0120 -0.3427 0.8017 0.104
O -1.0391 0.1486 0.0456 -0.050
Cl -2.2117 -2.0401 -0.4530 0.658
Cl 2.0629 -0.4609 -0.7441 0.158
C -1.9917 -0.5140 0.2776 -0.752
Si 2.4269 1.0261 0.5400 -0.225

***

# 2
6
Properties=species:S:1:pos:R:3:lowdin_charge:R:1 method="wB97M-V/def2-TZVPD" relative_energy_kcal_mol=24.4 smiles=ClSC(Cl)Cl e_lumo_ha=-0.105 gap_ev=7.5 multiplicity=1
Cl -2.0502 0.3671 -0.7421 0.562
Cl -0.5573 0.4524 1.7260 0.524
C -0.4947 0.0792 0.0083 -1.602
S 0.8471 0.9130 -0.8761 0.567
H -0.1118 -0.8801 0.0819 -0.087
Cl 2.3668 -0.9316 -0.1980 0.037

***

# 3
8
Properties=species:S:1:pos:R:3:lowdin_charge:R:1 method="wB97M-V/def2-TZVPD" relative_energy_kcal_mol=58.0 e_lumo_ha="-0.055 / -0.067" gap_ev="7.5 / 7.5" multiplicity=1
Cl -1.8636 -0.9191 -1.7303 0.100
Cl 0.7372 1.9249 -1.3915 0.479
Cl -0.7264 -3.2260 0.1045 0.148
P -0.4610 -1.3175 -0.3288 -0.349
H 2.0555 0.8261 0.2300 -0.027
S -1.3459 -0.3680 1.3315 0.066
C 1.3711 1.6187 0.2601 -0.925
Cl 0.2330 1.4608 1.5245 0.508

***

# 4
5
Properties=species:S:1:pos:R:3:lowdin_charge:R:1 method="wB97M-V/def2-TZVPD" relative_energy_kcal_mol=65.6 e_lumo_ha="-0.034 / -0.022" gap_ev="7.4 / 10.9" multiplicity=3
C 0.2360 1.1886 -0.8909 -0.544
F -0.2957 -1.2831 -0.1483 -0.173
Cl 1.7553 0.8491 -0.8202 0.642
H -0.9011 0.0892 0.8347 -0.060
N -0.7945 -0.8438 1.0247 0.134

***

# 5
7
Properties=species:S:1:pos:R:3:lowdin_charge:R:1 method="wB97M-V/def2-TZVPD" total_charge=-1 relative_energy_kcal_mol=50.8 e_lumo_ha=0.133 gap_ev=7.4 multiplicity=1
O -0.6176 1.7193 -0.5778 -0.585
Cl 0.5290 -2.0989 0.5203 0.512
C 0.3972 -0.3426 0.5571 -0.932
F 0.5439 -0.0064 1.8480 -0.146
O -1.1544 -0.3206 -1.7616 -0.582
H 1.4572 0.6698 -0.1558 0.187
S -1.1553 0.3795 -0.4302 0.547

***

# 6
8
Properties=species:S:1:pos:R:3:lowdin_charge:R:1 method="wB97M-V/def2-TZVPD" relative_energy_kcal_mol=19.6 e_lumo_ha=-0.034 gap_ev=9.4 multiplicity=1
O -0.5448 1.4249 -0.8555 -0.513
O -1.5399 -1.1998 -0.8035 0.151
N -3.1950 0.2299 -0.0155 -0.366
H 0.1592 2.0121 1.8559 0.006
N 0.7301 1.4989 1.2422 -0.288
C -2.2841 -0.3739 -0.4784 -0.486
Cl -3.7621 1.7918 0.1997 0.635
S 0.7530 1.4062 -0.2280 0.862

***

# 7
10
Properties=species:S:1:pos:R:3:lowdin_charge:R:1 method="wB97M-V/def2-TZVPD" total_charge=-1 relative_energy_kcal_mol=63.6 e_lumo_ha="0.092 / 0.092" gap_ev="7.7 / 7.7" multiplicity=1
Cl 3.0638 -0.6156 0.4261 0.489
N -0.9373 0.9370 -0.2924 0.250
O -2.9529 0.8062 0.4162 -0.011
O 2.1430 1.7381 -0.3691 0.016
H -0.6959 -1.2956 0.0812 0.052
N 0.7824 -0.1003 -0.4431 -0.098
O -1.8228 -0.9817 0.5092 -0.030
O 0.4500 -1.4190 -0.3208 -0.180
N -1.8526 0.3175 0.2393 -0.574
C 1.8224 0.6133 -0.2465 -0.914

***

# 8
6
Properties=species:S:1:pos:R:3:lowdin_charge:R:1 method="wB97M-V/def2-TZVPD" relative_energy_kcal_mol=19.0 e_lumo_ha=-0.043 gap_ev=9.0 multiplicity=1
Cl -1.2578 1.9287 0.1020 0.106
S -0.8091 -0.0379 -0.8131 0.655
C 0.8918 -0.1765 0.0762 -0.389
O -1.4297 -1.0517 -0.0571 -0.508
O 0.8261 -0.9414 0.9734 0.050
H 1.7786 0.2789 -0.2813 0.086

***

# 9
7
Properties=species:S:1:pos:R:3:lowdin_charge:R:1 method="wB97M-V/def2-TZVPD" relative_energy_kcal_mol=38.3 e_lumo_ha="0.016 / -0.131" gap_ev="8.2 / 6.8" multiplicity=3
S -0.4677 -1.0552 -0.3550 0.961
C 1.9995 -0.2601 -0.1013 -0.717
O 3.3055 -0.6210 0.6119 -0.548
Cl 4.5462 0.2038 -0.0724 0.700
O 1.9718 0.5674 -0.9441 0.077
H 0.1134 -0.7956 -1.4770 -0.131
O 1.1648 -1.1694 0.2619 -0.342

***

# 10
5
Properties=species:S:1:pos:R:3:lowdin_charge:R:1 method="wB97M-V/def2-TZVPD" total_charge=+1 relative_energy_kcal_mol=0.0 e_lumo_ha="-0.165 / -0.220" gap_ev="9.7 / 9.1" multiplicity=7
Dy 1.5238 0.5360 -0.0048 1.837
H -1.8861 -1.2688 -0.1639 0.163
C -0.9633 -0.7129 0.1344 -0.534
O -0.8977 0.5376 0.0001 -0.230
O 0.0775 -1.4170 0.0040 -0.236

***

# 11
6
Properties=species:S:1:pos:R:3:lowdin_charge:R:1 method="wB97M-V/def2-TZVPD" total_charge=+2 e_lumo_ha="-0.355 / -0.377" gap_ev="7.0 / 8.7" multiplicity=5
O 0.5238 0.4119 0.2629 -0.693
C -1.2680 -0.4677 -0.7233 -0.016
H 0.2734 1.3057 -0.0137 -0.023
Li -1.1307 -0.3319 1.5223 0.804
O -1.3043 -1.2158 -1.5999 0.131
Er 2.9058 0.2979 0.5517 1.797

***

# 12
12
Properties=species:S:1:pos:R:3:lowdin_charge:R:1 method="wB97M-V/def2-TZVPD" e_lumo_ha="-0.042 / -0.040" gap_ev="7.5 / 9.2" multiplicity=8
O -1.1700 -0.5112 -1.4137 -0.258
F 1.6988 -0.9519 -2.0997 0.107
S -0.4681 0.0826 -0.2961 0.595
F -3.0576 0.6041 4.3723 -0.704
C 1.6332 0.2883 -1.5723 -0.720
F 1.1420 1.0631 -2.5612 0.122
H -0.2019 -1.9370 0.9113 0.077
N 1.0579 0.2203 -0.2162 -0.079
F 2.8937 0.7139 -1.4120 0.116
Eu -1.8998 0.3140 2.6972 1.637
O -1.1543 1.1366 0.5163 -0.503
O -0.4740 -1.0228 1.0741 -0.388

***

# 13
6
Properties=species:S:1:pos:R:3:lowdin_charge:R:1 method="wB97M-V/def2-TZVPD" relative_energy_kcal_mol=3.4 smiles="O=C(F)F.I" e_lumo_ha=0.012 gap_ev=10.6 multiplicity=1
F 0.8485 -0.8917 1.0417 0.122
H -1.4640 0.0903 -0.8658 -0.375
C 1.0122 0.1925 0.2477 -0.575
F 1.5531 -0.2262 -0.8485 0.198
O 0.7719 1.3435 0.5357 0.162
I -2.7217 -0.5084 -0.1108 0.467

***

# 14
8
Properties=species:S:1:pos:R:3:lowdin_charge:R:1 method="wB97M-V/def2-TZVPD" relative_energy_kcal_mol=59.2 smiles="N=[S@@](=O)(F)C(=O)F" e_lumo_ha=-0.037 gap_ev=10.6 multiplicity=1
F -0.7482 1.6205 -0.9845 0.085
C -1.1920 0.5583 -0.2701 -0.507
O -2.3083 0.2761 -0.1485 0.230
N 1.4092 0.5677 0.3993 -0.170
F -0.3244 -1.0739 1.5046 -0.251
O 0.4868 -1.6924 -0.8747 -0.368
S 0.3311 -0.3740 0.0965 0.895
H 2.3457 0.1177 0.2773 0.087

***

# 15
8
Properties=species:S:1:pos:R:3:lowdin_charge:R:1 method="wB97M-V/def2-TZVPD" relative_energy_kcal_mol=60.8 e_lumo_ha=-0.073 gap_ev=10.0 multiplicity=1
C -0.0295 0.5197 0.3161 -0.334
N -0.3726 -0.8954 0.0046 -0.322
F -0.8761 1.1685 1.0456 0.246
O 0.6137 -1.5301 -0.3098 0.113
O 1.2102 0.8260 0.3586 0.241
F -0.7791 1.0888 -1.4725 -0.305
H 1.7352 0.0825 -0.0356 0.174
O -1.5018 -1.2600 0.0930 0.187

***

# 16
8
Properties=species:S:1:pos:R:3:lowdin_charge:R:1 method="wB97M-V/def2-TZVPD" relative_energy_kcal_mol=20.4 smiles="O=[N+]([O-])C(O)(F)F" e_lumo_ha=-0.012 gap_ev=11.6 multiplicity=1
F 0.8900 -0.9786 1.0485 0.160
C 0.0776 -0.4629 0.1179 -0.543
F 0.5681 -1.0495 -1.0884 0.087
H -1.9352 -0.6474 -0.2417 0.177
O -1.2087 -0.6811 0.4400 0.158
O -0.1900 1.6384 -0.8347 0.140
O 1.3806 1.2113 0.6060 0.159
N 0.4175 0.9698 -0.0476 -0.337

***

# 17
8
Properties=species:S:1:pos:R:3:lowdin_charge:R:1 method="wB97M-V/def2-TZVPD" total_charge=-2 relative_energy_kcal_mol=16.4 smiles="O=P([O-])([O-])C(F)F" e_lumo_ha=0.275 gap_ev=6.6 multiplicity=1
H 0.4249 1.6110 0.3864 0.084
F 0.4875 0.9523 -1.7155 -0.170
O -1.1116 -0.9609 1.4419 -0.536
F -1.3488 1.3310 -0.5933 -0.106
P 0.1265 -0.9612 0.4879 0.037
O -0.0861 -1.9082 -0.6516 -0.489
C -0.0595 0.8672 -0.3271 -0.315
O 1.5672 -0.9312 0.9712 -0.505

***

# 18
7
Properties=species:S:1:pos:R:3:lowdin_charge:R:1 method="wB97M-V/def2-TZVPD" total_charge=+2 relative_energy_kcal_mol=14.9 e_lumo_ha="-0.490 / -0.506" gap_ev="7.3 / 6.7" multiplicity=2
H 0.2462 -0.4456 -0.1712 0.161
F -0.4665 0.0980 1.6973 0.161
O -0.5637 -0.9353 -1.7039 -0.486
Lu -2.1588 -0.0219 -2.6296 2.253
C 0.5539 0.1554 0.8392 -0.448
F 1.6498 -0.2872 1.4553 0.205
F 0.7391 1.4365 0.5130 0.153

***

# 19
13
Properties=species:S:1:pos:R:3:lowdin_charge:R:1 method="wB97M-V/def2-TZVPD" total_charge=+2 relative_energy_kcal_mol=74.5 e_lumo_ha="-0.386 / -0.405" gap_ev="3.6 / 2.8" multiplicity=3
C -0.0606 0.4519 1.9103 -0.682
Mg -2.2111 -0.6056 -1.5345 1.202
O -0.7523 0.5257 -0.6978 -0.567
Tm 0.7929 2.1420 -1.9022 1.188
O 1.5732 0.7180 -0.2428 -0.423
F -1.3570 0.3510 2.0956 0.187
H 2.6430 1.7344 -3.8285 -0.112
S -0.8037 -2.6022 0.2803 1.154
N 0.6163 -1.6232 -0.0213 -0.399
O -1.7367 -2.3563 -1.0217 -0.613
F 0.5835 -0.3179 2.7567 0.211
S 0.3955 -0.1199 0.1475 0.646
F 0.3169 1.7022 2.0584 0.208

***

# 20
7
Properties=species:S:1:pos:R:3:lowdin_charge:R:1 method="wB97M-V/def2-TZVPD" total_charge=+1 e_lumo_ha="-0.314 / -0.305" gap_ev="6.1 / 6.1" multiplicity=2
F 0.5721 -2.5382 0.9016 0.106
F 0.0396 -2.6218 -1.1773 0.113
Mg 3.4949 1.7198 -0.6428 1.430
F 1.9016 -3.4591 -0.5119 0.109
C 1.0583 -2.4432 -0.3365 -0.513
O 2.4026 0.2084 -0.7504 -0.400
H 1.6651 -1.2408 -0.5301 0.156

***

The following calculated total energy values (in eV) correspond, in order, to the records above: -48544.1263 -49454.0898 -71265.2817 -17774.8671 -31222.2249 -31483.1355 -26230.1746 -28504.0126 -30547.4811 -29224.7234 -32955.1745 -49720.5616 -16636.1562 -22905.2013 -14115.6086 -14117.3622 -21920.2490 -44848.6637 -73461.1743 -16686.4022.